Version a
2 unconnected molecules or ions with the total composition C3H4OS2, computed with the ωB97M-V functional and the def2-TZVPD basis.

Each line ends with the Mulliken charge.
Atoms and positions in Å:
1 C 0.293 1.605 -0.331  0.02
2 C -0.085 0.404 -0.514  0.18
3 C -1.194 -0.299 0.296  -0.69
4 O 2.128 -1.086 -0.112  -0.24
5 S 0.861 3.008 -0.038  -0.42
6 S 1.951 -2.283 0.732  0.23
7 H 0.450 0.131 -1.489  0.27
8 H -0.684 -1.218 0.805  0.11
9 H -2.140 -0.706 -0.295  0.23
10 H -1.581 0.445 0.946  0.31

SMILES: CC=C=S.O=S
E_HOMO (spin up / spin down) in eV: -8.14 / -8.11

=====

Version b
C3H4OS2 in the gas phase, computed with the ωB97M-V functional and the def2-TZVPD basis.

Each line ends with the Mulliken charge.
Atoms and positions in Å:
1 C -0.043 1.293 -1.123  -0.78
2 C -0.709 -0.687 0.908  0.28
3 C 0.685 -1.226 0.811  -0.07
4 H 0.816 1.687 -0.554  0.29
5 H 0.392 0.619 -1.910  0.29
6 H -0.618 2.075 -1.661  0.31
7 H 1.013 -1.837 1.707  0.30
8 O 1.408 -1.016 -0.078  -0.39
9 S -1.313 0.537 -0.111  0.00
10 S -1.630 -1.445 2.011  -0.24

SMILES: CSC(=S)C=O
E_HOMO in eV: -9.16

=====

Version c
C3H4OS2 in the gas phase, computed with the ωB97M-V functional and the def2-TZVPD basis.

Each line ends with the Mulliken charge.
Atoms and positions in Å:
1 C -1.144 0.125 -0.383  -0.15
2 C -0.223 1.032 0.499  -0.47
3 C 1.936 0.442 -0.294  0.01
4 H -0.814 -0.046 -1.390  0.33
5 H -0.030 0.589 1.451  0.40
6 H -0.745 1.978 0.651  0.34
7 H 2.837 0.791 -0.788  0.33
8 O 1.049 1.379 -0.116  -0.33
9 S -2.645 -0.398 -0.004  -0.20
10 S 1.829 -1.098 0.134  -0.25

SMILES: S=CCOC=S
E_HOMO in eV: -9.11

=====

Version d
C3H4OS2 in the gas phase, computed with the ωB97M-V functional and the def2-TZVPD basis.

Each line ends with the Mulliken charge.
Atoms and positions in Å:
1 C -0.253 0.097 0.970  -0.77
2 C 0.322 -0.017 -0.482  0.75
3 C -0.496 -0.655 -1.598  -0.33
4 H 1.651 1.074 1.743  0.13
5 H 0.157 -0.752 1.452  0.33
6 H -1.274 0.218 0.868  0.41
7 H 0.085 -0.734 -2.515  0.34
8 O 1.411 0.415 -0.754  -0.48
9 S 0.379 1.545 1.853  -0.19
10 S -1.983 -1.192 -1.536  -0.20

SMILES: O=C(C=S)CS
E_HOMO in eV: -9.17

=====

Which of them is least stable? Easy: version a.

=====

Version a
2 unconnected molecules or ions with the total composition C5H12N2O, computed with the ωB97M-V functional and the def2-TZVPD basis.

Each line ends with the Mulliken charge.
Atoms and positions in Å:
1 C -1.863 -1.098 0.677  -0.73
2 C -1.116 -0.380 -1.452  0.42
3 C -1.431 0.938 -1.274  -1.31
4 O -1.420 -1.409 -0.630  -0.32
5 H -0.823 -0.761 -2.419  0.35
6 H -2.834 -0.594 0.656  0.35
7 H -1.140 -0.467 1.202  0.26
8 H -1.952 -2.048 1.201  0.24
9 H -2.055 1.248 -0.450  0.33
10 H -1.496 1.550 -2.160  0.38
11 C 2.228 -0.090 1.321  -1.25
12 C 1.574 0.320 0.017  0.80
13 N 1.098 1.582 -0.062  -0.60
14 N 1.300 -0.484 -0.954  -0.67
15 H 0.130 1.593 -0.647  0.35
16 H 1.071 2.110 0.797  0.24
17 H 1.566 -1.446 -0.779  0.18
18 H 2.970 0.651 1.618  0.35
19 H 2.715 -1.059 1.225  0.36
20 H 1.479 -0.158 2.113  0.29

SMILES: [H]/N=C(\C)N.C=COC
E_HOMO in eV: -8.32

=====

Version b
A molecular structure, C5H12N2O, computed with the ωB97M-V functional and the def2-TZVPD basis.

Each line ends with the Mulliken charge.
Atoms and positions in Å:
1 N 0.417 1.070 2.069  -0.47
2 C -0.338 -0.025 1.919  0.42
3 C -1.725 0.541 1.462  -1.03
4 C -0.620 -1.012 -0.883  -0.27
5 N -0.215 -0.242 -1.841  -0.52
6 C 1.199 -0.045 -1.786  -0.17
7 C 1.421 1.194 -0.939  -0.73
8 O 0.078 -1.447 0.055  -0.66
9 H 0.695 1.292 3.055  0.27
10 H -0.457 -0.680 2.761  0.46
11 H -1.697 -1.193 -0.873  0.55
12 H -2.260 -0.294 1.037  0.28
13 H -1.615 1.311 0.684  0.34
14 H -2.289 0.928 2.297  0.37
15 H 0.008 -0.615 0.954  -0.12
16 H 1.515 0.146 -2.798  0.36
17 H 1.761 -0.876 -1.390  0.29
18 H 1.071 2.063 -1.487  0.28
19 H 0.834 1.100 -0.053  0.03
20 H 2.470 1.353 -0.683  0.31

E_HOMO in eV: -8.82

=====

Which of them is least stable? Easy: version b.

=====

Version a
A molecular structure, C5H12N2O, computed with the ωB97M-V functional and the def2-TZVPD basis.

Each line ends with the Mulliken charge.
Atoms and positions in Å:
1 C 0.824 -0.591 -0.419  -0.97
2 C 1.484 0.915 1.884  -1.31
3 C 0.450 -0.112 1.623  0.83
4 N 1.387 0.423 -1.257  -0.50
5 N -0.369 -0.732 2.242  -0.76
6 H 2.056 1.015 -0.786  0.25
7 H 0.701 1.008 -1.715  0.21
8 H -1.263 -1.124 1.497  0.48
9 H 0.335 -1.375 -0.990  0.44
10 H 1.629 -1.121 0.088  0.48
11 H 2.475 0.548 1.612  0.34
12 H 1.283 1.812 1.296  0.28
13 H 1.473 1.176 2.942  0.37
14 C -1.797 -0.318 -1.783  -1.07
15 C -1.567 -0.197 -0.309  0.10
16 O -1.987 -1.121 0.453  -0.56
17 H -1.462 0.821 0.087  0.41
18 H -1.651 -1.345 -2.117  0.33
19 H -1.165 0.358 -2.359  0.32
20 H -2.835 -0.041 -1.990  0.35

E_HOMO in eV: -7.23

=====

Version b
C5H12N2O in the gas phase, computed with the ωB97M-V functional and the def2-TZVPD basis.

Each line ends with the Mulliken charge.
Atoms and positions in Å:
1 C -0.360 -0.648 -0.770  -1.13
2 C -0.973 0.450 0.131  0.94
3 C -0.725 0.099 1.590  -1.41
4 C -2.452 0.614 -0.133  -1.57
5 N 1.071 -0.913 -0.615  -0.27
6 C 1.976 0.161 -0.688  0.53
7 N 3.246 -0.201 -0.277  -0.45
8 O 1.686 1.243 -1.138  -0.59
9 H -0.842 -1.611 -0.566  0.44
10 H -0.566 -0.385 -1.812  0.32
11 H -0.529 1.401 -0.179  0.25
12 H -1.216 -0.819 1.921  0.33
13 H -0.938 0.938 2.241  0.37
14 H 0.343 -0.087 1.759  0.34
15 H -3.115 -0.187 0.221  0.33
16 H -2.557 0.651 -1.230  0.39
17 H -2.855 1.551 0.233  0.38
18 H 1.309 -1.570 0.109  0.33
19 H 3.536 -1.152 -0.294  0.20
20 H 3.962 0.465 -0.503  0.26

SMILES: CC(C)CNC(N)=O
E_HOMO in eV: -9.56

=====

Which of them is least stable? Easy: version a.

=====

Version a
C5H12N2O in the gas phase, computed with the ωB97M-V functional and the def2-TZVPD basis.

Each line ends with the Mulliken charge.
Atoms and positions in Å:
1 C -2.029 1.112 0.821  -0.03
2 N -1.052 0.318 0.311  0.20
3 C -1.211 -0.411 -0.940  -0.45
4 C -0.130 -0.069 -1.983  -1.12
5 C -0.003 -0.110 1.304  -0.66
6 C 1.491 0.179 0.921  -0.65
7 N 2.158 -0.908 0.239  -0.49
8 O -1.775 1.984 1.639  -0.58
9 H -3.029 1.010 0.414  0.36
10 H -2.170 -0.086 -1.391  0.38
11 H -1.229 -1.484 -0.799  0.27
12 H 0.751 -0.700 -1.894  0.27
13 H 0.272 0.949 -1.940  0.28
14 H -0.547 -0.403 -2.943  0.37
15 H -0.247 0.340 2.270  0.41
16 H -0.064 -1.199 1.357  0.30
17 H 1.402 1.031 0.214  0.33
18 H 1.965 0.572 1.828  0.38
19 H 2.533 -1.577 0.900  0.21
20 H 2.913 -0.547 -0.328  0.22

SMILES: CCN(C=O)CCN
E_HOMO in eV: -9.02

=====

Version b
C5H12N2O in the gas phase, computed with the ωB97M-V functional and the def2-TZVPD basis.

Each line ends with the Mulliken charge.
Atoms and positions in Å:
1 C 1.328 -0.158 0.830  -0.58
2 C 2.636 0.591 0.583  -1.16
3 C 0.130 0.491 0.165  0.40
4 C 0.012 0.355 -1.291  -0.74
5 H 1.126 -0.199 1.905  0.29
6 H 1.412 -1.187 0.474  0.30
7 H -0.077 1.498 0.528  0.36
8 H 3.447 0.137 1.155  0.36
9 H 2.548 1.631 0.897  0.34
10 H 2.914 0.571 -0.468  0.32
11 H 0.227 1.265 -1.838  0.30
12 H 0.514 -0.525 -1.696  0.34
13 N -1.895 0.112 1.790  -0.56
14 C -2.042 -1.051 -1.940  -0.24
15 O -1.195 -0.342 0.695  -0.22
16 N -1.636 0.109 -1.712  -0.45
17 H -2.774 0.540 1.500  0.22
18 H -2.091 -0.685 2.399  0.21
19 H -3.035 -1.180 -2.377  0.27
20 H -1.550 -1.972 -1.599  0.24

SMILES: C=NC[C@H](CC)ON
E_HOMO in eV: -8.58

=====

Which of them is least stable? Easy: version b.

=====

Version a
2 unconnected molecules or ions with the total composition C2H6N2S, computed with the ωB97M-V functional and the def2-TZVPD basis.

Each line ends with the Mulliken charge.
Atoms and positions in Å:
1 C -0.766 0.095 -0.124  0.59
2 C 0.496 -0.710 -0.152  -0.63
3 H 0.836 1.893 0.528  0.30
4 H -1.478 2.018 -0.474  0.23
5 H -1.773 -1.685 -0.225  0.26
6 H 0.466 -1.103 -1.203  0.26
7 H 0.271 -1.550 0.727  0.30
8 H 2.210 -0.009 1.174  0.18
9 N -0.671 1.477 -0.116  -0.58
10 N -1.771 -0.532 0.025  -0.67
11 S 2.181 0.106 -0.161  -0.24

E_HOMO in eV: -8.73

=====

Version b
C2H6N2S in the gas phase, computed with the ωB97M-V functional and the def2-TZVPD basis.

Each line ends with the Mulliken charge.
Atoms and positions in Å:
1 C -0.023 -1.458 -1.153  -0.72
2 C 0.077 -0.067 0.626  0.11
3 H -0.270 -2.144 -0.400  0.33
4 H 0.920 -1.745 -1.556  0.25
5 H -0.749 -1.447 -1.979  0.21
6 H -0.018 -0.896 1.352  0.23
7 H 0.014 1.328 2.236  0.25
8 H -0.673 2.780 -0.133  0.13
9 N 0.011 -0.104 -0.614  -0.38
10 N 0.164 1.161 1.248  -0.27
11 S 0.548 2.593 0.374  -0.14

SMILES: C/N=C/NS
E_HOMO in eV: -8.99

=====

Version c
A molecular structure, C2H6N2S, computed with the ωB97M-V functional and the def2-TZVPD basis.

Each line ends with the Mulliken charge.
Atoms and positions in Å:
1 C -1.964 0.121 -0.115  -0.56
2 C 0.236 0.034 -0.049  0.04
3 H -1.945 0.267 1.288  0.21
4 H -3.165 -0.582 -0.576  0.22
5 H -1.649 1.179 -0.856  0.20
6 H 0.288 1.168 -0.092  0.23
7 H 1.235 -1.765 -0.017  0.35
8 H 3.446 0.842 0.804  0.15
9 N -0.782 -0.590 -0.287  -0.39
10 N 1.374 -0.630 0.163  -0.28
11 S 2.926 -0.044 -0.263  -0.17

E_HOMO in eV: -8.76

=====

Which of them is least stable? Easy: version c.

=====

Version a
C4H6N4 in the gas phase, computed with the ωB97M-V functional and the def2-TZVPD basis.

Each line ends with the Mulliken charge.
Atoms and positions in Å:
1 C 2.375 -0.967 -0.075  -0.94
2 C 1.218 -0.299 0.008  0.50
3 C -1.243 -0.358 -0.010  0.34
4 C 0.103 1.686 0.041  0.08
5 H 2.300 -2.054 0.016  0.24
6 H 3.365 -0.519 -0.255  0.30
7 H -0.025 -1.866 0.160  0.23
8 H -3.133 -0.747 -0.132  0.20
9 H -2.027 1.498 0.149  0.21
10 H -0.041 2.782 0.064  0.34
11 N -0.004 -0.882 0.229  -0.20
12 N -2.193 -1.217 -0.110  -0.69
13 N -1.189 1.056 -0.042  -0.15
14 N 1.222 1.119 -0.047  -0.47

SMILES: [H]/N=C1\NC=NC(=C)N1
E_HOMO in eV: -8.32

=====

Version b
A molecular structure, C4H6N4, computed with the ωB97M-V functional and the def2-TZVPD basis.

Each line ends with the Mulliken charge.
Atoms and positions in Å:
1 C -1.310 1.446 0.689  -1.21
2 C -0.542 0.269 0.244  0.83
3 C 0.609 0.259 -0.527  -0.46
4 C 1.123 -0.975 -0.882  0.38
5 H -0.674 1.815 1.623  0.29
6 H -2.470 1.328 0.723  0.32
7 H -1.102 2.441 0.035  0.30
8 H 0.895 1.274 -0.963  0.20
9 H 2.832 -0.577 -2.196  0.26
10 H -1.241 -0.849 1.620  0.19
11 N 1.913 -1.364 -1.752  -0.64
12 N 0.653 -2.181 -0.213  -0.14
13 N -0.017 -2.087 0.737  -0.47
14 N -0.669 -0.798 0.861  0.15

E_HOMO in eV: -7.96

=====

Version c
C4H6N4 in the gas phase, computed with the ωB97M-V functional and the def2-TZVPD basis.

Each line ends with the Mulliken charge.
Atoms and positions in Å:
1 C -0.245 -1.519 1.905  -0.29
2 C -1.142 1.373 -0.123  -0.10
3 C 0.581 1.191 -1.367  -0.33
4 C 0.507 -0.063 -0.594  0.46
5 H -0.832 -2.028 2.714  0.25
6 H 0.615 -2.164 1.468  0.20
7 H -1.758 1.922 0.586  0.36
8 H 1.588 1.779 -1.291  0.25
9 H 0.591 0.881 -2.403  0.26
10 H 0.904 -2.014 -0.538  0.23
11 N -0.876 -0.495 1.447  -0.89
12 N -0.548 0.151 0.331  0.70
13 N -0.582 2.065 -1.121  -0.44
14 N 1.197 -1.080 -1.014  -0.64

SMILES: [H]/N=C1/CN=CN1N=C
E_HOMO in eV: -9.02

=====

Which of them is least stable? Easy: version b.

=====

Version a
A molecular structure, C4H6N4, computed with the ωB97M-V functional and the def2-TZVPD basis.

Each line ends with the Mulliken charge.
Atoms and positions in Å:
1 C 0.790 -0.898 0.327  0.36
2 C -0.738 -0.749 0.891  -0.62
3 C -0.641 0.727 0.462  0.14
4 C 0.551 0.621 0.097  -0.06
5 H 0.631 -2.693 -1.023  0.28
6 H 1.982 -1.156 -1.463  0.26
7 H 1.543 -0.863 1.314  0.18
8 H -1.377 -1.272 -0.124  0.19
9 H -1.312 -0.952 1.979  0.27
10 H -2.006 2.559 0.292  0.30
11 N 1.061 -1.442 -0.972  -0.58
12 N -1.138 1.934 -0.029  -0.03
13 N -0.182 2.542 -0.856  -0.40
14 N 0.836 1.642 -0.895  -0.28

E_HOMO in eV: -9.32

=====

Version b
C4H6N4 in the gas phase, computed with the ωB97M-V functional and the def2-TZVPD basis.

Each line ends with the Mulliken charge.
Atoms and positions in Å:
1 C 1.219 1.165 -0.204  0.04
2 C 1.373 0.097 -1.086  -0.31
3 C 0.466 -0.974 -1.427  -0.03
4 C -1.046 -0.263 1.300  0.06
5 H 0.754 2.612 1.298  0.33
6 H 2.216 1.715 -0.411  0.16
7 H 2.358 -0.035 -1.691  0.19
8 H 0.958 -1.634 -2.256  0.20
9 H -1.821 -1.945 0.161  0.27
10 H -1.396 -0.587 2.428  0.24
11 N 0.258 1.739 0.649  -0.02
12 N -0.584 -1.639 -0.979  -0.66
13 N -1.145 -1.233 0.196  0.05
14 N -0.692 1.093 1.414  -0.52

SMILES: c1cn[nH]cn[nH]c1
E_HOMO in eV: -8.41

=====

Which of them is least stable? Easy: version a.

=====

Version a
A molecular structure, C4H6N4, computed with the ωB97M-V functional and the def2-TZVPD basis.

Each line ends with the Mulliken charge.
Atoms and positions in Å:
1 C 0.599 -2.776 -1.664  -0.28
2 C -0.136 0.175 -0.152  0.26
3 C -0.277 0.120 1.416  -0.28
4 C 0.237 1.578 -0.343  -0.17
5 H 0.499 -2.631 -2.767  0.25
6 H 0.619 -3.755 -1.492  0.30
7 H 1.106 0.269 1.391  0.26
8 H -0.864 -0.759 2.337  0.29
9 H -0.061 2.057 2.509  0.36
10 H 0.269 1.981 -1.267  0.45
11 N 0.144 -1.980 -0.784  -0.34
12 N 0.022 -0.628 -1.145  -0.41
13 N -0.794 1.514 1.680  -0.21
14 N 0.042 2.273 0.785  -0.48

E_HOMO in eV: -9.07

=====

Version b
C4H6N4 in the gas phase, computed with the ωB97M-V functional and the def2-TZVPD basis.

Each line ends with the Mulliken charge.
Atoms and positions in Å:
1 C 1.785 -0.604 0.090  -0.22
2 C 1.068 0.731 -0.037  -0.60
3 C -2.327 -0.256 0.179  -0.10
4 C -0.406 -0.962 -0.288  0.57
5 H 2.206 -0.542 -0.931  0.22
6 H 2.692 -0.521 0.868  0.30
7 H 1.762 1.315 -0.710  0.33
8 H 1.076 0.905 0.957  0.43
9 H -1.608 1.904 -0.101  0.35
10 H -3.367 -0.407 -0.016  0.36
11 N -0.310 0.434 -0.390  0.02
12 N -1.476 0.831 0.277  -0.48
13 N -1.757 -1.404 -0.144  -0.52
14 N 0.661 -1.425 0.246  -0.65

SMILES: C1=NC2=NCCN2N1
E_HOMO in eV: -8.11

=====

Version c
A molecular structure, C4H6N4, computed with the ωB97M-V functional and the def2-TZVPD basis.

Each line ends with the Mulliken charge.
Atoms and positions in Å:
1 C -0.674 -0.440 -0.043  0.35
2 C 0.514 -0.854 -0.174  -0.23
3 C 1.497 0.144 -0.211  0.37
4 C -0.612 1.104 -0.223  0.33
5 H -1.515 -2.188 -0.468  0.28
6 H -2.622 -0.958 -0.213  0.26
7 H 1.214 -1.823 -0.097  0.12
8 H 3.282 -0.748 0.194  0.23
9 H 1.094 2.195 0.629  0.38
10 H -2.414 1.276 0.748  0.26
11 N -1.677 -1.310 0.062  -0.55
12 N 2.783 0.258 0.258  -0.65
13 N 0.742 1.313 -0.552  -0.51
14 N -1.611 2.032 0.090  -0.64

E_HOMO in eV: -8.82

=====

Version d
C4H6N4 in the gas phase, computed with the ωB97M-V functional and the def2-TZVPD basis.

Each line ends with the Mulliken charge.
Atoms and positions in Å:
1 C 1.536 0.850 0.517  -0.47
2 C 1.018 0.898 -0.919  -0.43
3 C -1.107 -0.628 -0.896  -0.20
4 C -1.369 -0.795 1.389  -0.02
5 H 1.909 1.942 0.742  0.25
6 H 1.558 -0.118 0.960  0.39
7 H 1.124 -0.007 -1.448  0.39
8 H 1.328 1.743 -1.486  0.24
9 H -0.811 -0.514 -1.857  0.54
10 H -0.991 -0.707 2.413  0.36
11 N 0.021 1.072 0.086  -0.54
12 N -0.683 -0.096 0.344  0.27
13 N -1.737 -1.726 -0.704  -0.43
14 N -1.796 -1.916 0.859  -0.33

SMILES: c1nncn1N1CC1
E_HOMO in eV: -9.03

=====

Which of them is least stable? Easy: version a.